(1)
Entry from the OMol25 dataset: a cluster of 2 separate species, C6H8N2O2 in total at a distorted geometry (wB97M-V/def2-TZVPD).

Values from the calculation:
**Energy above the lowest of the compared OMol25 structures with the same formula, charge and spin**: 168.7 kJ/mol
**F_max**: 0.0776 hartree/bohr
**HOMO energy**: -9.5 eV
**Orbital gap**: 9.833 eV
**Total energy**: -493.3826 hartree
**SMILES string**: O=c1cc[nH]c(=O)[nH]1.C=C
**E_LUMO**: 0.38 eV

Bonds (Å) are listed after each position.
Cartesian coordinates (Å):
1 O 2.51148 -0.81538 0.45821  C2 1.193
2 C 1.50114 -0.46819 -0.07341  O1 1.193, C3 1.574, N8 1.373
3 C 0.08507 -1.15022 0.01012  C2 1.574, C4 1.385, H9 1.113
4 C -0.89075 -0.37273 -0.59002  C3 1.385, N5 1.366, H10 1.026
5 N -0.68994 0.91883 -0.98788  C4 1.366, C6 1.390, H11 0.993
6 C 0.55144 1.52082 -1.15857  N5 1.390, O7 1.242, N8 1.375
7 O 0.66464 2.60842 -1.74681  C6 1.242
8 N 1.59389 0.72251 -0.75102  C2 1.373, C6 1.375, H12 1.050
9 H 0.06588 -2.24257 0.22057  C3 1.113
10 H -1.87418 -0.63889 -0.71228  C4 1.026
11 H -1.49230 1.49215 -1.10040  N5 0.993
12 H 2.56252 1.08517 -0.93392  N8 1.050
13 C -2.57129 -1.12360 2.81276  C14 1.340, H15 1.139, H16 1.066
14 C -2.21851 -1.72355 1.66798  C13 1.340, H17 1.055, H18 1.088
15 H -1.92817 -0.29665 3.26009  C13 1.139
16 H -3.52099 -1.35955 3.23539  C13 1.066
17 H -1.27705 -1.60623 1.20743  C14 1.055
18 H -3.01509 -2.36222 1.29112  C14 1.088

---

(2)
Entry from the OMol25 dataset: a cluster of 3 separate species, C6H8N2O2 in total at a distorted geometry (wB97M-V/def2-TZVPD).

Values from the calculation:
**Energy above the lowest of the compared OMol25 structures with the same formula, charge and spin**: 900.5 kJ/mol
**F_max**: 0.0861 hartree/bohr
**HOMO energy (spin up / spin down)**: -7.1 / -10.4 eV
**Orbital gap (spin up / spin down)**: 5.128 / 10.423 eV
**Total energy**: -493.1039 hartree
**E_LUMO (spin up / spin down)**: -2.01 / 0.07 eV

Bonds (Å) are listed after each position.
Cartesian coordinates (Å):
1 O 2.22846 -0.25624 2.25597  C2 1.220
2 C 1.03107 -0.20348 2.02624  O1 1.220, N3 1.354, H10 1.107
3 N 0.47603 0.53807 1.03927  C2 1.354, C4 1.456, C7 1.444
4 C -0.95292 0.55018 0.75934  N3 1.456, C5 1.472, H11 1.099, H12 1.102
5 C -1.30635 0.29835 -0.64678  C4 1.472, C6 1.211
6 C -1.41973 0.07887 -1.83205  C5 1.211, H13 1.076
7 C 1.35695 1.37805 0.26177  N3 1.444, C8 1.500, H14 1.100, H15 1.098
8 C 1.87676 0.70375 -0.97316  C7 1.500, N9 1.207
9 N 2.19224 -0.38207 -1.39577  C8 1.207
10 H 0.28664 -0.82639 2.55918  C2 1.107
11 H -1.41558 -0.21685 1.39536  C4 1.099
12 H -1.35232 1.54509 1.01484  C4 1.102
13 H -1.49088 -0.16171 -2.87827  C6 1.076
14 H 0.76733 2.26186 -0.02211  C7 1.100
15 H 2.18445 1.79171 0.85251  C7 1.098
16 O -2.70265 -3.08868 -1.56964  H17 0.968
17 H -3.12050 -2.48487 -0.93961  O16 0.968
18 H 1.36100 -1.52565 -1.90708  no bonds

---

(3)
Entry from the OMol25 dataset: a cluster of 2 separate species, C6H8N2O2 in total at a distorted geometry (wB97M-V/def2-TZVPD).

Values from the calculation:
**Energy above the lowest of the compared OMol25 structures with the same formula, charge and spin**: 346.0 kJ/mol
**F_max**: 0.1053 hartree/bohr
**HOMO energy**: -8.6 eV
**Orbital gap**: 8.994 eV
**Total energy**: -493.3151 hartree
**SMILES string**: Cc1c(N)coc1C#N.O
**E_LUMO**: 0.44 eV

Bonds (Å) are listed after each position.
Cartesian coordinates (Å):
1 C -1.37218 0.88051 -0.81968  C2 1.490, H10 1.101, H11 1.095, H12 1.100
2 C -0.11928 0.14185 -0.49831  C1 1.490, C3 1.439, C7 1.373
3 C 1.04021 0.06259 -1.34662  C2 1.439, N4 1.388, C5 1.368
4 N 1.15578 0.66944 -2.58993  C3 1.388, H13 1.013, H14 1.013
5 C 1.98656 -0.62704 -0.63961  C3 1.368, O6 1.357, H15 1.085
6 O 1.47645 -1.04136 0.54734  C5 1.357, C7 1.356
7 C 0.19464 -0.60332 0.61107  C2 1.373, O6 1.356, C8 1.434
8 C -0.58250 -1.07273 1.72153  C7 1.434, N9 1.204
9 N -1.56172 -1.59901 2.18424  C8 1.204
10 H -1.85328 0.45378 -1.71304  C1 1.101
11 H -2.08359 0.83962 0.01217  C1 1.095
12 H -1.14505 1.93379 -1.04158  C1 1.100
13 H 1.93010 0.33997 -3.15317  N4 1.013
14 H 0.29886 0.68579 -3.13038  N4 1.013
15 H 3.00368 -0.92783 -0.86916  C5 1.085
16 O -0.45872 -0.10169 3.75240  H17 1.208, H18 0.965
17 H -1.42970 -0.80928 3.62267  O16 1.208
18 H -0.48024 0.77493 3.35007  O16 0.965

---

(4)
Entry from the OMol25 dataset: a cluster of 2 separate species, C6H8N2O2 in total at a distorted geometry (wB97M-V/def2-TZVPD).

Values from the calculation:
**Energy above the lowest of the compared OMol25 structures with the same formula, charge and spin**: 371.6 kJ/mol
**F_max**: 0.1648 hartree/bohr
**HOMO energy**: -10.0 eV
**Orbital gap**: 9.629 eV
**Total energy**: -493.3053 hartree
**SMILES string**: O=c1cc[nH]c(=O)[nH]1.C=C
**E_LUMO**: -0.33 eV

Bonds (Å) are listed after each position.
Cartesian coordinates (Å):
1 O -2.65430 0.15664 2.05636  C2 1.279
2 C -1.95259 0.52594 1.05321  O1 1.279, C3 1.445, N8 1.437
3 C -2.27794 1.28246 -0.13447  C2 1.445, C4 1.367, H9 1.062
4 C -1.31178 1.45234 -1.08648  C3 1.367, N5 1.339, H10 1.105
5 N -0.00425 1.18547 -0.97844  C4 1.339, C6 1.407, H11 1.247
6 C 0.39649 0.92322 0.34458  N5 1.407, O7 1.372, N8 1.461
7 O 1.54504 1.41622 0.90958  C6 1.372
8 N -0.57251 0.12601 1.09236  C2 1.437, C6 1.461, H12 1.062
9 H -3.17150 1.20448 -0.70343  C3 1.062
10 H -1.53029 1.77203 -2.12143  C4 1.105
11 H 0.72106 2.11718 -1.37986  N5 1.247
12 H -0.17655 -0.12299 2.04543  N8 1.062
13 C 2.35582 -2.46219 -0.20178  C14 1.351, H15 1.052, H16 1.093
14 C 1.34897 -1.56358 -0.14229  C13 1.351, H17 1.121, H18 1.109
15 H 3.20579 -2.17868 -0.75325  C13 1.052
16 H 2.38629 -3.40554 0.34957  C13 1.093
17 H 1.29509 -0.59743 -0.70905  C14 1.121
18 H 0.39716 -1.83159 0.35940  C14 1.109

---

(5)
Entry from the OMol25 dataset: an isolated molecule of C6H8N2O2 at a distorted geometry (wB97M-V/def2-TZVPD).

Values from the calculation:
**Energy above the lowest of the compared OMol25 structures with the same formula, charge and spin**: 344.4 kJ/mol
**F_max**: 0.0810 hartree/bohr
**HOMO energy**: -9.6 eV
**Orbital gap**: 9.432 eV
**Total energy**: -493.3157 hartree
**SMILES string**: CO[C@@]1(C=O)CN=CC=N1
**E_LUMO**: -0.20 eV

Bonds (Å) are listed after each position.
Cartesian coordinates (Å):
1 C -2.19694 -0.04983 -1.42991  O2 1.397, H11 1.163, H12 1.151, H13 1.173
2 O -0.93300 -0.60695 -1.22375  C1 1.397, C3 1.409
3 C -0.15187 -0.12384 -0.15544  O2 1.409, C4 1.601, C6 1.603, N10 1.379
4 C -0.80414 -0.18621 1.30557  C3 1.601, O5 1.185, H14 1.094
5 O -0.25664 0.30878 2.23268  C4 1.185
6 C 1.03024 -1.20581 -0.11271  C3 1.603, N7 1.485, H15 1.080, H16 1.106
7 N 2.20041 -0.68647 0.63969  C6 1.485, C8 1.287
8 C 2.16822 0.57553 0.89035  N7 1.287, C9 1.393, H17 1.071
9 C 1.30086 1.48559 0.29036  C8 1.393, N10 1.288, H18 1.069
10 N 0.29259 1.15092 -0.43854  C3 1.379, C9 1.288
11 H -2.10227 0.69146 -2.32087  C1 1.163
12 H -2.53351 0.53616 -0.49773  C1 1.151
13 H -3.01417 -0.84430 -1.70631  C1 1.173
14 H -1.69433 -0.81708 1.38447  C4 1.094
15 H 0.85761 -2.03853 0.55249  C6 1.080
16 H 1.30441 -1.53789 -1.13099  C6 1.106
17 H 2.87029 0.87860 1.64064  C8 1.071
18 H 1.66223 2.46988 0.08000  C9 1.069

---

(6)
Entry from the OMol25 dataset: a cluster of 2 separate species, C6H8N2O2 in total at a distorted geometry (wB97M-V/def2-TZVPD).

Values from the calculation:
**Energy above the lowest of the compared OMol25 structures with the same formula, charge and spin**: 310.0 kJ/mol
**F_max**: 0.1075 hartree/bohr
**HOMO energy**: -9.7 eV
**Orbital gap**: 9.549 eV
**Total energy**: -493.3288 hartree
**SMILES string**: O=c1cc[nH]c(=O)[nH]1.C=C
**E_LUMO**: -0.14 eV

Bonds (Å) are listed after each position.
Cartesian coordinates (Å):
1 O -1.49855 0.06364 -1.66453  C2 1.265
2 C -0.32499 0.31117 -1.26227  O1 1.265, C3 1.438, N8 1.388
3 C 0.22297 0.29499 0.06686  C2 1.438, C4 1.385, H9 1.170
4 C 1.58643 0.49669 0.20471  C3 1.385, N5 1.387, H10 1.163
5 N 2.39937 0.54940 -0.91801  C4 1.387, C6 1.357, H11 1.098
6 C 1.92447 0.49805 -2.18784  N5 1.357, O7 1.282, N8 1.353
7 O 2.65184 0.90635 -3.16145  C6 1.282
8 N 0.65174 0.03802 -2.20925  C2 1.388, C6 1.353, H12 1.135
9 H -0.27889 0.29799 1.12394  C3 1.170
10 H 2.25927 0.66443 1.13788  C4 1.163
11 H 3.33733 1.07971 -0.70488  N5 1.098
12 H 0.01451 -0.33953 -3.06966  N8 1.135
13 C -1.95089 -1.15256 1.56466  C14 1.335, H15 1.150, H16 1.128
14 C -2.25498 -0.52989 2.70573  C13 1.335, H17 1.010, H18 1.111
15 H -2.93909 -1.63837 1.23220  C13 1.150
16 H -1.04422 -1.12506 0.89422  C13 1.128
17 H -3.17747 -0.64864 3.10045  C14 1.010
18 H -1.57885 0.23361 3.14721  C14 1.111